{
  "formula": "C2H8NO2PS",
  "method": "wB97M-V/def2-TZVPD",
  "relative_energy_kcal_mol": 165.4,
  "charge": 0,
  "e_lumo_ev": [-1.552, -1.746],
  "homo_energy_ev": [-8.905, -9.036],
  "homo_lumo_gap_ha": [0.270, 0.268],
  "elements": ["C", "C", "N", "O", "O", "P", "S", "H", "H", "H", "H", "H", "H", "H", "H"],
  "xyz": [[-1.577, 0.360, 0.166], [0.176, 1.130, -1.415], [-0.347, 1.059, -0.058], [2.166, 1.170, 0.829], [0.394, 0.348, 2.451], [0.707, -2.410, 0.055], [0.927, 0.455, 1.093], [-1.463, -0.431, 0.986], [-2.419, 0.900, 0.459], [-1.717, -0.213, -0.760], [0.601, 2.188, -1.409], [0.980, 0.443, -1.603], [-0.663, 1.054, -2.275], [0.275, -2.986, 1.206], [1.961, -3.067, 0.276]]
}

{
  "formula": "C2H8NO3",
  "method": "wB97M-V/def2-TZVPD",
  "relative_energy_kcal_mol": 45.7,
  "charge": 1,
  "e_lumo_ev": -4.089,
  "homo_energy_ev": -13.519,
  "homo_lumo_gap_ha": 0.347,
  "elements": ["O", "C", "O", "C", "N", "H", "H", "H", "H", "H", "H", "H", "H", "O"],
  "xyz": [[0.676, -1.533, -2.221], [0.983, -1.118, -1.136], [1.099, -1.867, -0.012], [1.227, 0.281, -0.670], [1.341, 1.212, -1.959], [0.665, -2.797, 0.005], [0.467, 0.987, -0.091], [2.144, 0.487, -0.043], [2.121, 1.939, -1.935], [1.584, 0.517, -2.733], [0.450, 1.494, -2.052], [-4.341, 0.735, 3.812], [-4.155, -0.144, 4.978], [-4.260, -0.194, 4.058]]
}

{
  "formula": "C2H8NO3PSi",
  "method": "wB97M-V/def2-TZVPD",
  "charge": 0,
  "e_lumo_ev": -0.125,
  "homo_energy_ev": -8.250,
  "homo_lumo_gap_ha": 0.299,
  "elements": ["C", "P", "O", "Si", "C", "O", "N", "O", "H", "H", "H", "H", "H", "H", "H", "H"],
  "xyz": [[-0.447, 2.023, -0.960], [-0.341, 1.501, 0.821], [-1.830, 0.721, 1.133], [1.190, -0.074, 1.091], [1.077, -1.364, -0.349], [-0.218, -1.211, -0.996], [-0.822, -2.474, -1.103], [-1.507, -2.718, -0.184], [-0.014, 1.327, -1.680], [-1.518, 2.078, -1.195], [-0.068, 3.039, -1.072], [-2.008, 0.972, 2.031], [2.559, 0.448, 1.198], [0.856, -0.778, 2.343], [1.233, -2.387, -0.002], [1.860, -1.102, -1.076]]
}

{
  "formula": "C2H8NO3S",
  "method": "wB97M-V/def2-TZVPD",
  "charge": 1,
  "e_lumo_ev": -3.730,
  "homo_energy_ev": -14.679,
  "homo_lumo_gap_ha": 0.402,
  "elements": ["C", "C", "N", "O", "O", "O", "S", "H", "H", "H", "H", "H", "H", "H", "H"],
  "xyz": [[-1.259, -1.559, 0.813], [0.152, -1.902, 0.635], [0.900, -0.749, -0.118], [-0.574, 2.557, -1.297], [0.779, -2.861, 0.961], [0.743, 1.740, 0.603], [0.565, 2.992, -0.200], [-1.927, -2.385, 0.448], [-1.541, -1.339, 1.896], [-1.315, -0.673, 0.155], [1.923, -1.024, -0.256], [0.905, 0.339, 0.153], [0.515, -0.746, -1.150], [-1.492, 2.950, -1.501], [1.625, 2.660, -1.140]]
}

{
  "formula": "C2H8NO4",
  "method": "wB97M-V/def2-TZVPD",
  "relative_energy_kcal_mol": 29.6,
  "charge": -1,
  "e_lumo_ev": 3.697,
  "homo_energy_ev": -4.562,
  "homo_lumo_gap_ha": 0.304,
  "elements": ["C", "N", "C", "O", "O", "H", "H", "H", "H", "H", "H", "O", "H", "H", "O"],
  "xyz": [[0.638, 1.136, -1.766], [0.110, 0.182, -0.838], [0.740, -1.184, -0.932], [-0.089, -1.969, -0.445], [1.860, -1.377, -1.519], [0.163, 1.220, -2.755], [1.737, 0.946, -2.079], [0.630, 2.189, -1.295], [-0.714, 0.246, -0.374], [-2.303, -2.410, 0.708], [-1.051, -1.531, 0.771], [-1.965, -1.598, 1.132], [0.214, 1.477, 2.399], [-0.092, 0.866, 3.691], [0.123, 1.807, 3.305]]
}

{
  "formula": "C2H8NOP",
  "method": "wB97M-V/def2-TZVPD",
  "relative_energy_kcal_mol": 0.0,
  "charge": 0,
  "e_lumo_ev": [0.863, -0.272],
  "homo_energy_ev": [-5.935, -9.775],
  "spin_multiplicity": 3,
  "homo_lumo_gap_ha": [0.250, 0.349],
  "elements": ["C", "C", "N", "O", "P", "H", "H", "H", "H", "H", "H", "H", "H"],
  "xyz": [[0.948, -1.223, 0.585], [-0.486, -1.311, 0.623], [0.217, 1.960, -0.012], [-0.986, 1.267, -1.973], [-1.398, 1.391, -0.441], [1.338, -1.996, -0.008], [1.348, -0.280, 0.164], [1.494, -1.064, 1.569], [-1.181, -0.943, 1.394], [-0.934, -2.059, 0.016], [0.386, 2.099, 0.997], [0.892, 1.363, -0.393], [-1.640, 0.793, -2.521]]
}

{
  "formula": "C2H8NOPS",
  "method": "wB97M-V/def2-TZVPD",
  "relative_energy_kcal_mol": 67.8,
  "charge": 0,
  "e_lumo_ev": 0.834,
  "homo_energy_ev": -8.818,
  "homo_lumo_gap_ha": 0.355,
  "elements": ["C", "P", "N", "S", "C", "O", "H", "H", "H", "H", "H", "H", "H", "H"],
  "xyz": [[-1.738, 0.975, 0.968], [-0.534, -0.407, 0.678], [-1.310, -1.356, -0.432], [0.859, 0.649, -0.597], [2.453, 0.049, 0.098], [2.705, 0.587, 1.368], [-1.029, 1.677, 1.467], [-1.985, 1.527, 0.084], [-2.671, 0.557, 1.301], [-0.917, -2.203, -0.414], [-1.555, -0.906, -1.255], [3.317, 0.210, -0.671], [2.154, -1.056, 0.146], [2.877, 1.484, 1.321]]
}

{
  "formula": "C2H8NOS",
  "method": "wB97M-V/def2-TZVPD",
  "relative_energy_kcal_mol": 14.0,
  "charge": -1,
  "e_lumo_ev": 4.136,
  "homo_energy_ev": -2.804,
  "homo_lumo_gap_ha": 0.255,
  "elements": ["N", "C", "O", "H", "H", "H", "H", "C", "S", "H", "H", "H", "H"],
  "xyz": [[0.358, 2.011, 0.058], [1.574, 1.265, 0.312], [1.600, -0.076, -0.258], [-0.480, 1.451, 0.228], [0.365, 2.864, 0.590], [2.411, 1.737, -0.217], [1.779, 1.118, 1.395], [-1.695, -2.076, -0.526], [-1.245, -0.844, 0.734], [-1.087, -2.976, -0.408], [-2.741, -2.382, -0.441], [-1.550, -1.616, -1.498], [0.710, -0.475, 0.032]]
}

{
  "formula": "C2H8NOS",
  "method": "wB97M-V/def2-TZVPD",
  "relative_energy_kcal_mol": 5.8,
  "charge": -1,
  "e_lumo_ev": 4.196,
  "homo_energy_ev": -2.704,
  "homo_lumo_gap_ha": 0.254,
  "elements": ["C", "C", "S", "N", "H", "H", "H", "H", "H", "H", "H", "H", "O"],
  "xyz": [[-1.121, -0.013, 0.801], [-0.817, -1.013, -0.275], [0.906, -0.977, -0.901], [-0.420, -0.279, 2.080], [-2.158, 0.186, 0.983], [-0.736, 0.980, 0.534], [-1.407, -0.761, -1.164], [-1.144, -2.024, -0.029], [0.547, -0.329, 1.789], [-0.694, -1.200, 2.397], [2.892, 1.424, -1.699], [1.629, 1.828, -2.335], [2.522, 2.178, -2.181]]
}

{
  "formula": "C2H8NOS",
  "method": "wB97M-V/def2-TZVPD",
  "relative_energy_kcal_mol": 5.9,
  "charge": -1,
  "e_lumo_ev": 4.261,
  "homo_energy_ev": -3.232,
  "homo_lumo_gap_ha": 0.275,
  "elements": ["S", "H", "C", "O", "C", "N", "H", "H", "H", "H", "H", "H", "H"],
  "xyz": [[1.327, 1.588, -0.975], [2.467, 2.075, -1.500], [0.299, -1.091, 0.495], [1.328, -0.577, 1.325], [-0.934, -0.194, 0.524], [-1.491, -0.029, -0.843], [0.645, -1.103, -0.543], [0.104, -2.126, 0.791], [1.750, 0.128, 0.777], [-1.720, -0.516, 1.214], [-0.601, 0.789, 0.868], [-0.804, 0.583, -1.299], [-2.368, 0.473, -0.834]]
}

{
  "formula": "C2H8NOS",
  "method": "wB97M-V/def2-TZVPD",
  "relative_energy_kcal_mol": 25.6,
  "charge": 0,
  "e_lumo_ev": [0.818, -2.288],
  "homo_energy_ev": [-9.243, -9.166],
  "spin_multiplicity": 2,
  "homo_lumo_gap_ha": [0.370, 0.253],
  "elements": ["C", "S", "H", "H", "H", "N", "C", "O", "H", "H", "H", "H", "H"],
  "xyz": [[0.228, 2.142, 0.756], [-0.822, 1.373, -0.539], [0.502, 3.240, 0.438], [-0.238, 2.113, 1.731], [1.115, 1.577, 0.780], [-0.311, -1.691, 1.024], [0.961, -1.487, 0.267], [0.686, -1.661, -1.117], [-0.988, -0.893, 0.821], [-0.750, -2.616, 0.974], [1.501, -0.498, 0.463], [1.736, -2.440, 0.459], [-0.170, -1.259, -1.410]]
}

{
  "formula": "C2H8NOS",
  "method": "wB97M-V/def2-TZVPD",
  "relative_energy_kcal_mol": 116.9,
  "charge": 1,
  "e_lumo_ev": [-5.069, -5.779],
  "homo_energy_ev": [-13.736, -13.245],
  "homo_lumo_gap_ha": [0.319, 0.274],
  "elements": ["C", "C", "N", "O", "S", "H", "H", "H", "H", "H", "H", "H", "H"],
  "xyz": [[-1.308, 0.450, 0.563], [-0.290, -0.445, -1.391], [-0.348, 0.628, -0.449], [2.123, -0.095, 1.149], [2.546, -1.310, 0.087], [-0.882, -0.343, 1.229], [-1.442, 1.309, 1.256], [-2.179, -0.169, 0.215], [-0.347, -1.487, -1.210], [-0.167, -0.137, -2.504], [0.600, 0.517, -0.110], [-0.362, 1.490, -0.868], [2.056, -0.409, 2.033]]
}

{
  "formula": "C2H8NOS",
  "method": "wB97M-V/def2-TZVPD",
  "relative_energy_kcal_mol": 51.4,
  "charge": 1,
  "e_lumo_ev": -3.699,
  "homo_energy_ev": -14.193,
  "homo_lumo_gap_ha": 0.386,
  "elements": ["C", "C", "N", "O", "S", "H", "H", "H", "H", "H", "H", "H", "H"],
  "xyz": [[-1.511, -0.930, -0.406], [0.239, 0.640, 0.063], [1.471, 0.089, 0.814], [-0.262, -0.307, -0.733], [0.797, 2.146, -0.791], [-2.334, -0.384, -0.874], [-1.659, -0.967, 0.674], [-1.467, -1.938, -0.817], [-0.686, 1.012, 1.088], [1.918, 0.833, 1.372], [2.152, -0.221, 0.101], [1.241, -0.719, 1.413], [0.402, 1.760, -1.998]]
}

{
  "formula": "C2H8NOS",
  "method": "wB97M-V/def2-TZVPD",
  "relative_energy_kcal_mol": 90.3,
  "charge": 1,
  "e_lumo_ev": [-3.799, -7.594],
  "homo_energy_ev": [-11.037, -14.798],
  "spin_multiplicity": 3,
  "homo_lumo_gap_ha": [0.266, 0.265],
  "elements": ["C", "C", "N", "O", "S", "H", "H", "H", "H", "H", "H", "H", "H"],
  "xyz": [[-1.120, -1.469, -0.222], [0.373, 0.345, -0.175], [0.440, 1.714, 0.410], [-0.461, -0.423, 0.580], [2.109, -0.236, -0.232], [-1.504, -0.848, -1.079], [-1.979, -1.776, 0.454], [-0.674, -2.446, -0.397], [-0.470, 0.440, -1.684], [1.218, 2.385, 0.171], [0.559, 1.381, 1.474], [-0.477, 2.256, 0.258], [1.986, -1.323, 0.443]]
}

{
  "formula": "C2H8NP",
  "method": "wB97M-V/def2-TZVPD",
  "relative_energy_kcal_mol": 97.2,
  "charge": 0,
  "e_lumo_ev": [-0.044, 0.003],
  "homo_energy_ev": [-8.433, -8.404],
  "homo_lumo_gap_ha": [0.308, 0.309],
  "elements": ["C", "C", "N", "P", "H", "H", "H", "H", "H", "H", "H", "H"],
  "xyz": [[-0.440, 1.329, -0.696], [-0.938, -1.165, 0.507], [2.799, -0.557, 0.930], [0.401, -0.235, -0.335], [0.108, 1.844, -1.459], [-1.467, 1.370, -0.812], [-0.302, 1.849, 0.299], [-1.739, -1.263, -0.122], [-0.496, -2.093, 0.800], [-1.217, -0.657, 1.506], [2.715, 0.508, 0.971], [0.576, -0.931, -1.588]]
}

{
  "formula": "C2H8NS",
  "method": "wB97M-V/def2-TZVPD",
  "relative_energy_kcal_mol": 41.9,
  "charge": -1,
  "e_lumo_ev": 3.937,
  "homo_energy_ev": -2.499,
  "homo_lumo_gap_ha": 0.237,
  "elements": ["S", "H", "C", "N", "C", "H", "H", "H", "H", "H", "H", "H"],
  "xyz": [[1.588, -1.384, -2.537], [1.438, -1.548, -3.780], [-1.447, -0.227, 0.901], [-0.284, 0.713, 1.145], [0.713, 0.743, 0.072], [-1.962, 0.017, -0.088], [-1.082, -1.222, 0.755], [-2.052, 0.208, 1.862], [0.010, 0.643, 2.106], [1.338, -0.223, 0.259], [1.385, 1.599, 0.323], [0.357, 0.682, -1.018]]
}

{
  "formula": "C2H8NS",
  "method": "wB97M-V/def2-TZVPD",
  "relative_energy_kcal_mol": 17.1,
  "charge": 0,
  "e_lumo_ev": [0.963, -2.682],
  "homo_energy_ev": [-8.699, -8.691],
  "spin_multiplicity": 2,
  "homo_lumo_gap_ha": [0.355, 0.221],
  "elements": ["S", "H", "C", "N", "C", "H", "H", "H", "H", "H", "H", "H"],
  "xyz": [[2.754, -0.062, -1.747], [2.255, 0.244, -0.547], [-0.554, -1.263, 0.315], [-0.773, 0.003, -0.366], [-0.546, 1.218, 0.395], [-0.359, -2.010, -0.451], [-1.351, -1.530, 1.010], [0.343, -1.264, 0.960], [-0.266, -0.025, -1.226], [-1.465, 1.546, 0.880], [0.269, 1.165, 1.127], [-0.306, 1.978, -0.350]]
}

{
  "formula": "C2H8NS",
  "method": "wB97M-V/def2-TZVPD",
  "relative_energy_kcal_mol": 19.8,
  "charge": 1,
  "e_lumo_ev": -3.579,
  "homo_energy_ev": -14.179,
  "homo_lumo_gap_ha": 0.390,
  "elements": ["C", "C", "N", "H", "H", "H", "H", "H", "H", "S", "H", "H"],
  "xyz": [[-1.254, 0.347, 0.267], [-1.878, -0.044, 1.381], [-0.188, -0.476, -0.289], [-1.430, 1.299, -0.263], [-2.717, 0.586, 1.776], [-1.667, -1.052, 1.950], [0.735, -0.063, -0.161], [-0.131, -1.388, 0.183], [-0.324, -0.675, -1.295], [2.802, 1.001, -0.919], [3.495, -0.024, -0.529], [2.555, 0.487, -2.102]]
}

{
  "formula": "C2H8NS2",
  "method": "wB97M-V/def2-TZVPD",
  "relative_energy_kcal_mol": 107.1,
  "charge": 1,
  "e_lumo_ev": [-5.576, -4.181],
  "homo_energy_ev": [-12.936, -13.135],
  "homo_lumo_gap_ha": [0.270, 0.329],
  "elements": ["C", "C", "N", "S", "S", "H", "H", "H", "H", "H", "H", "H", "H"],
  "xyz": [[1.794, -0.087, 1.105], [-0.692, -0.077, -0.202], [-0.106, 0.186, -1.576], [-1.780, 1.189, 0.455], [-1.502, -1.705, -0.190], [1.955, -0.737, 0.204], [1.870, 1.015, 0.995], [1.422, -0.498, 2.016], [-0.283, -0.665, -2.180], [0.908, 0.400, -1.447], [-0.556, 1.015, -1.879], [-1.185, 1.579, 1.702], [-1.847, -1.613, 0.998]]
}

Number 1: E_tot -1025.6257 hartree, molar mass 141.13 g mol⁻¹, largest force on an atom 3.868 eV/A. Number 2: E_tot -361.1903 hartree, molar mass 94.09 g mol⁻¹, largest force on an atom 6.716 eV/A. Number 3: E_tot -992.1889 hartree, molar mass 153.15 g mol⁻¹, largest force on an atom 1.739 eV/A. Number 4: E_tot -759.3485 hartree, molar mass 126.16 g mol⁻¹, largest force on an atom 3.594 eV/A. Number 5: E_tot -436.7735 hartree, molar mass 110.09 g mol⁻¹, largest force on an atom 6.906 eV/A. Number 6: E_tot -552.2335 hartree, molar mass 93.07 g mol⁻¹, largest force on an atom 3.283 eV/A. Number 7: E_tot -950.5159 hartree, molar mass 125.13 g mol⁻¹, largest force on an atom 4.332 eV/A. Number 8: E_tot -609.2016 hartree, molar mass 94.16 g mol⁻¹, largest force on an atom 2.002 eV/A. Number 9: E_tot -609.2147 hartree, molar mass 94.16 g mol⁻¹, largest force on an atom 1.784 eV/A. Number 10: E_tot -609.2146 hartree, molar mass 94.16 g mol⁻¹, largest force on an atom 0.999 eV/A. Number 11: E_tot -609.0869 hartree, molar mass 94.16 g mol⁻¹, largest force on an atom 3.405 eV/A. Number 12: E_tot -608.7590 hartree, molar mass 94.16 g mol⁻¹, largest force on an atom 5.053 eV/A. Number 13: E_tot -608.8634 hartree, molar mass 94.16 g mol⁻¹, largest force on an atom 4.686 eV/A. Number 14: E_tot -608.6473 hartree, molar mass 94.16 g mol⁻¹, largest force on an atom 5.103 eV/A. Number 15: E_tot -476.9157 hartree, molar mass 77.07 g mol⁻¹, largest force on an atom 3.612 eV/A. Number 16: E_tot -533.9042 hartree, molar mass 78.16 g mol⁻¹, largest force on an atom 4.183 eV/A. Number 17: E_tot -533.8575 hartree, molar mass 78.16 g mol⁻¹, largest force on an atom 0.877 eV/A. Number 18: E_tot -533.6485 hartree, molar mass 78.16 g mol⁻¹, largest force on an atom 2.557 eV/A. Number 19: E_tot -931.7016 hartree, molar mass 110.23 g mol⁻¹, largest force on an atom 4.041 eV/A.